# 1
Below is the molecule C5H11N3O, with properties calculated with ωB97M-V/def2-TZVPD.

Each atom is followed by the atoms it is bonded to, with distances in Å.
Geometry (Å):
1 N 2.0288 -1.1034 -0.5730  H6 1.016, C10 1.350, H16 1.010
2 N -0.1113 0.2094 2.0914  C3 1.435, H15 1.015, H19 1.017
3 C 0.2872 0.3578 0.7203  N2 1.435, N4 1.320, C10 1.830, C11 1.778
4 N 1.1625 1.2594 0.3177  C3 1.320, H7 1.017
5 O 0.9832 -2.1988 1.1404  C10 1.214
6 H 2.2398 -0.1322 -0.7826  N1 1.016
7 H 0.7136 2.1343 0.0582  N4 1.017
8 C -1.0483 -1.0295 -0.5059  C11 1.412, H12 1.080, H13 1.082
9 C -1.2733 1.3229 -1.3557  C11 1.513, H17 1.091, H18 1.092, H20 1.091
10 C 1.0938 -1.2515 0.3896  N1 1.350, C3 1.830, O5 1.214
11 C -1.2289 0.3389 -0.2076  C3 1.778, C8 1.412, C9 1.513, H14 1.088
12 H -1.3625 -1.8053 0.1767  C8 1.080
13 H -0.6736 -1.3451 -1.4708  C8 1.082
14 H -1.9605 0.5531 0.5689  C11 1.088
15 H 0.6619 0.4810 2.6895  N2 1.015
16 H 2.7693 -1.7886 -0.6114  N1 1.010
17 H -0.5035 1.1030 -2.0966  C9 1.091
18 H -2.2534 1.2911 -1.8364  C9 1.092
19 H -0.4043 -0.7425 2.2963  N2 1.017
20 H -1.1206 2.3460 -1.0089  C9 1.091

**Calculated total energy**: -436.4855 a.u.
**HOMO energy (alpha / beta)**: -8.01 / -8.04 eV
**ΔE to the lowest compared entry with this formula, charge and spin**: 101.3 kcal/mol
**Gap between HOMO and LUMO (alpha / beta)**: 7.13 / 7.19 eV

Atomic partial charges in e from the Mulliken method, atoms 1 to 8: -0.367, -0.675, 1.123, -1.056, -0.626, 0.272, 0.179, -0.691

***

# 2
Below is a cluster of 16 separate species, C44H126N6O16 in total, with properties calculated with ωB97M-V/def2-TZVPD.

Each atom is followed by the atoms it is bonded to, with distances in Å.
Geometry (Å):
1 H -12.8843 8.3261 -14.0194  C189 1.090
2 H -4.3500 3.9532 -12.3047  C103 1.092
3 H -0.5394 7.1414 -12.6220  C38 1.090
4 O -8.0891 6.8552 -9.9327  C88 1.439, C167 1.411
5 O -6.2621 1.5761 -19.2591  C110 1.410, C117 1.419
6 H -5.5900 5.8513 -16.1169  O121 0.962
7 H -5.3771 12.5054 -13.6731  C190 1.091
8 H -3.0099 8.2909 -14.4224  N183 1.012
9 H -2.2946 0.8020 -11.0983  C30 1.091
10 O -5.0681 7.2358 -6.5028  H78 0.961, C160 1.400
11 H -7.0940 3.3504 -15.8613  N99 1.012
12 H -8.3718 7.7666 -14.6520  C111 1.090
13 H -2.6285 11.4765 -10.2646  O42 0.963
14 H -11.8723 6.9533 -8.9161  N35 1.012
15 C -6.0442 7.6092 -13.0916  C61 1.568, H73 1.091, O113 1.438, H126 1.091
16 H -2.0898 10.8959 -12.3908  C53 1.090
17 H -8.7292 8.5576 -8.0278  C119 1.090
18 H -0.1204 8.2643 -7.0975  C163 1.090
19 C -3.6596 4.1764 -15.5433  H84 1.091, C94 1.537, H124 1.091, H162 1.091
20 H -3.9163 13.7346 -10.2163  O46 0.960
21 H -9.0582 4.2398 -13.9787  C34 1.089
22 O -10.2440 3.3232 -16.0494  C52 1.409, H57 0.964
23 H -7.3553 10.6890 -14.8858  O143 0.965
24 O -3.6101 3.7663 -10.2743  C103 1.438, C154 1.415
25 H -1.6302 8.1813 -9.7925  C184 1.090
26 H -6.4481 12.5012 -17.2635  C144 1.090
27 H -5.5582 2.5070 -13.6224  O29 0.963
28 H -8.3288 3.1841 -19.8715  C37 1.090
29 O -6.3711 2.8647 -13.9943  H27 0.963, C123 1.453
30 C -3.3526 0.9136 -10.8574  H9 1.091, C90 1.552, H97 1.090, H98 1.090
31 O -12.9309 7.6201 -12.1050  C189 1.438, H191 0.963
32 H -11.3416 6.5441 -18.0768  C41 1.089
33 C -12.5487 3.7696 -16.0121  H40 1.090, C52 1.528, H153 1.090, H186 1.090
34 C -8.6217 3.5368 -13.2701  H21 1.089, H77 1.089, C123 1.552, H138 1.091
35 N -11.6466 7.7875 -9.4422  H14 1.012, C59 1.481, H125 1.011
36 H -6.4216 9.2781 -8.8349  C130 1.090
37 C -8.0906 3.8048 -19.0083  H28 1.090, C68 1.561, H127 1.090, H142 1.091
38 C -0.7307 6.4031 -13.4006  H3 1.090, C62 1.521, H64 1.091, H65 1.090
39 H -4.0271 5.7565 -10.1975  C154 1.090
40 H -13.3417 4.5150 -16.0763  C33 1.090
41 C -10.9563 7.5595 -17.9913  H32 1.089, C106 1.559, C108 1.564, N135 1.446
42 O -1.9259 10.8191 -10.3095  H13 0.963, C53 1.460
43 H -10.3927 7.5426 -12.5430  C139 1.090
44 H -11.0671 5.2703 -15.7305  C52 1.091
45 N -4.0702 1.3910 -13.1824  C90 1.469, H120 1.011, H180 1.012
46 O -3.5463 12.9028 -9.9104  H20 0.960, C58 1.405
47 H -5.4176 13.8629 -16.6236  C144 1.090
48 H -8.1106 6.2278 -15.3516  C111 1.090
49 H -0.9353 8.3488 -15.9773  O148 0.961
50 H -7.7052 11.0639 -12.5339  C176 1.091
51 H -6.5855 8.6297 -6.4491  C160 1.091
52 C -11.1690 4.3528 -16.3128  O22 1.409, C33 1.528, H44 1.091, H158 1.091
53 C -1.3364 11.0687 -11.6217  H16 1.090, O42 1.460, C115 1.512, H178 1.091
54 H -5.8723 1.6899 -17.2164  C110 1.091
55 O -1.3059 9.8085 -7.8203  H109 0.963, C163 1.402
56 H -6.9738 4.5591 -16.9360  N99 1.012
57 H -9.3707 3.7223 -16.1378  O22 0.964
58 C -4.4369 12.4137 -8.9395  O46 1.405, H102 1.090, H175 1.090, C177 1.528
59 C -10.1718 7.9205 -9.4598  N35 1.481, H72 1.091, C119 1.537, C167 1.549
60 H -0.7974 6.8164 -9.1014  C184 1.091
61 C -4.4789 7.6941 -13.0898  C15 1.568, C155 1.553, H164 1.092, N183 1.460
62 C -0.4561 6.9298 -14.8011  C38 1.521, H114 1.091, H140 1.091, O148 1.448
63 H -6.6210 13.2950 -15.6515  C144 1.091
64 H -1.7841 6.1246 -13.4502  C38 1.091
65 H -0.1396 5.5221 -13.1513  C38 1.090
66 H -6.1979 5.9541 -9.9035  C88 1.089
67 H -4.0444 7.9599 -10.8586  C155 1.090
68 C -7.5519 2.9544 -17.8156  C37 1.561, N99 1.414, C110 1.548, H128 1.091
69 H -11.9807 8.3004 -19.7992  C106 1.092
70 H -7.5889 4.9927 -10.5998  C88 1.091
71 H -10.4087 8.5740 -14.0677  C139 1.090
72 H -9.8782 8.7228 -10.1376  C59 1.091
73 H -6.3882 7.0940 -12.1935  C15 1.091
74 N -5.6822 10.6008 -15.7173  H79 1.011, H112 1.012, C147 1.458
75 H -5.1286 1.7266 -11.4138  C90 1.091
76 H -3.4402 13.9527 -12.5704  C134 1.091
77 H -8.8118 2.5013 -13.5500  C34 1.089
78 H -4.3499 7.8178 -6.2406  O10 0.961
79 H -5.8403 10.3396 -16.6816  N74 1.011
80 H -7.4747 5.1304 -8.9208  C88 1.091
81 H -6.3512 11.4610 -8.7793  C177 1.090
82 H -5.5101 11.1407 -10.3323  C177 1.090
83 H -9.3316 8.5947 -17.4894  N135 1.012
84 H -4.0969 3.2113 -15.8016  C19 1.091
85 C -9.7960 11.5999 -13.1250  H137 1.091, H149 1.089, H169 1.091, C176 1.511
86 H 0.4343 10.2428 -12.6992  C115 1.090
87 C -9.9198 8.3010 -21.4880  H118 1.090, H146 1.090, O174 1.450, H192 1.091
88 C -7.2513 5.6895 -9.8309  O4 1.439, H66 1.089, H70 1.091, H80 1.091
89 H -6.7545 4.7156 -13.1254  C123 1.091
90 C -4.1193 1.8804 -11.7981  C30 1.552, N45 1.469, H75 1.091, C103 1.569
91 H -6.8241 3.3457 -12.0353  C123 1.091
92 H -9.8791 7.3000 -7.4504  C119 1.090
93 H -6.7597 7.2420 -7.4652  C160 1.091
94 C -3.7997 5.3364 -16.5416  C19 1.537, O121 1.367, H129 1.091, H188 1.092
95 H -4.2355 1.8575 -19.8202  C117 1.091
96 O -3.7594 13.4748 -14.5639  C134 1.403, C190 1.446
97 H -3.3886 1.2306 -9.8152  C30 1.090
98 H -3.8242 -0.0669 -10.9276  C30 1.090
99 N -7.5469 3.7720 -16.6614  H11 1.012, H56 1.012, C68 1.414
100 H 0.3702 8.9624 -8.5689  C163 1.092
101 H -4.1262 11.7384 -16.4068  C147 1.091
102 H -3.9315 11.5976 -8.4237  C58 1.090
103 C -3.6823 3.3806 -11.6581  H2 1.092, O24 1.438, C90 1.569, H133 1.092
104 H -2.7663 8.3937 -12.0515  C155 1.090
105 H 0.5859 10.2331 -10.9215  C115 1.090
106 C -10.9699 8.2462 -19.3904  C41 1.559, H69 1.092, H116 1.091, O174 1.413
107 H -3.9115 11.5041 -13.9968  C190 1.091
108 C -11.8568 8.3926 -17.0219  C41 1.564, H132 1.090, H170 1.091, H181 1.091
109 H -1.4673 10.2378 -8.6669  O55 0.963
110 C -6.1641 2.3147 -18.0621  O5 1.410, H54 1.091, C68 1.548, H173 1.092
111 C -7.8602 6.8210 -14.4717  H12 1.090, H48 1.090, O113 1.453, H145 1.091
112 H -5.0496 9.8826 -15.3880  N74 1.012
113 O -6.4235 6.8665 -14.2626  C15 1.438, C111 1.453
114 H 0.6227 7.0603 -14.8966  C62 1.091
115 C -0.1124 10.1914 -11.7573  C53 1.512, H86 1.090, H105 1.090, H122 1.091
116 H -10.5376 9.2427 -19.2881  C106 1.091
117 C -4.9914 1.0879 -19.6584  O5 1.419, H95 1.091, H157 1.091, H168 1.090
118 H -9.5770 7.5249 -22.1719  C87 1.090
119 C -9.7689 8.2296 -8.0092  H17 1.090, C59 1.537, H92 1.090, H179 1.090
120 H -4.3580 0.4227 -13.1351  N45 1.011
121 O -5.1004 5.5653 -16.8942  H6 0.962, C94 1.367
122 H -0.4161 9.1435 -11.7759  C115 1.091
123 C -7.0947 3.6831 -13.0367  O29 1.453, C34 1.552, H89 1.091, H91 1.091
124 H -4.2666 4.3910 -14.6621  C19 1.091
125 H -12.0061 8.5175 -8.8426  N35 1.011
126 H -6.4662 8.6145 -13.0514  C15 1.091
127 H -8.9366 4.4457 -18.7616  C37 1.090
128 H -8.3164 2.1816 -17.7226  C68 1.091
129 H -3.2344 5.1369 -17.4526  C94 1.091
130 C -5.5808 8.7205 -8.4226  H36 1.090, H156 1.090, H159 1.090, C160 1.528
131 H -6.2961 12.7318 -9.9478  C177 1.091
132 H -11.9703 7.9126 -16.0500  C108 1.090
133 H -2.7373 3.5187 -12.1878  C103 1.092
134 C -2.8950 13.7502 -13.4940  H76 1.091, O96 1.403, H152 1.091, H187 1.090
135 N -9.6277 7.6294 -17.4253  C41 1.446, H83 1.012, H150 1.013
136 H -2.3165 5.3681 -10.5313  C154 1.092
137 H -10.2859 10.6788 -12.8054  C85 1.091
138 H -9.1480 3.8093 -12.3541  C34 1.091
139 C -10.9050 7.8117 -13.4670  H43 1.090, H71 1.090, H182 1.090, C189 1.502
140 H -0.7469 6.0996 -15.4459  C62 1.091
141 H -9.7730 5.8639 -9.2489  C167 1.092
142 H -7.2501 4.4390 -19.2959  C37 1.091
143 O -8.2421 10.5844 -14.5201  H23 0.965, C176 1.395
144 C -5.9256 12.9232 -16.4056  H26 1.090, H47 1.090, H63 1.091, C147 1.535
145 H -8.3776 6.3156 -13.6551  C111 1.091
146 H -10.6577 9.0050 -21.8730  C87 1.090
147 C -4.9950 11.8857 -15.7634  N74 1.458, H101 1.091, C144 1.535, C190 1.511
148 O -1.0999 8.2047 -15.0417  H49 0.961, C62 1.448
149 H -10.3554 11.9082 -14.0076  C85 1.089
150 H -9.0620 7.1934 -18.1431  N135 1.013
151 H -2.8451 5.2285 -8.9411  C154 1.090
152 H -2.4767 14.7222 -13.7575  C134 1.091
153 H -12.7451 3.0068 -16.7660  C33 1.090
154 C -3.2023 5.0838 -9.9602  O24 1.415, H39 1.090, H136 1.092, H151 1.090
155 C -3.8371 8.3684 -11.8473  C61 1.553, H67 1.090, H104 1.090, H172 1.091
156 H -5.3057 8.0141 -9.2059  C130 1.090
157 H -4.6607 0.4351 -18.8487  C117 1.091
158 H -11.1453 4.6516 -17.3619  C52 1.091
159 H -4.7195 9.3750 -8.2850  C130 1.090
160 C -6.0409 8.0016 -7.1557  O10 1.400, H51 1.091, H93 1.091, C130 1.528
161 H -4.4560 7.9866 -15.0564  N183 1.012
162 H -2.6467 3.9577 -15.2035  C19 1.091
163 C -0.5285 8.6598 -8.0277  H18 1.090, O55 1.402, H100 1.092, C184 1.500
164 H -4.1090 6.6669 -13.0663  C61 1.092
165 H -2.2517 7.3670 -8.3247  C184 1.090
166 H -12.1962 9.4114 -12.8008  C189 1.091
167 C -9.4820 6.6308 -9.9702  O4 1.411, C59 1.549, H141 1.092, H171 1.091
168 H -5.0836 0.4762 -20.5555  C117 1.090
169 H -9.9520 12.2431 -12.2581  C85 1.091
170 H -12.8764 8.6134 -17.3419  C108 1.091
171 H -9.7784 6.2655 -10.9542  C167 1.091
172 H -4.1160 9.4198 -11.7621  C155 1.091
173 H -5.4678 3.1488 -18.1681  C110 1.092
174 O -10.3541 7.4590 -20.3899  C87 1.450, C106 1.413
175 H -4.7830 13.2423 -8.3208  C58 1.090
176 C -8.3221 11.3797 -13.3764  H50 1.091, C85 1.511, O143 1.395, H185 1.092
177 C -5.7260 11.8844 -9.5654  C58 1.528, H81 1.090, H82 1.090, H131 1.091
178 H -1.0786 12.1283 -11.6460  C53 1.091
179 H -10.3135 9.0461 -7.5354  C119 1.090
180 H -3.0838 1.3274 -13.3979  N45 1.012
181 H -11.5606 9.4208 -16.8088  C108 1.091
182 H -10.9830 6.8609 -13.9951  C139 1.090
183 N -4.0007 8.4196 -14.2635  H8 1.012, C61 1.460, H161 1.012
184 C -1.3594 7.7160 -8.8447  H25 1.090, H60 1.091, C163 1.500, H165 1.090
185 H -7.9692 12.3699 -13.6739  C176 1.092
186 H -12.5989 3.2976 -15.0310  C33 1.090
187 H -2.0807 13.0413 -13.3413  C134 1.090
188 H -3.3783 6.2556 -16.1300  C94 1.092
189 C -12.2571 8.3729 -13.1289  H1 1.090, O31 1.438, C139 1.502, H166 1.091
190 C -4.5677 12.2911 -14.3720  H7 1.091, O96 1.446, H107 1.091, C147 1.511
191 H -12.4554 7.6361 -11.2680  O31 0.963
192 H -9.0362 8.8794 -21.2141  C87 1.091

**Calculated total energy**: -3284.1386 a.u.
**HOMO energy**: -8.79 eV
**ΔE to the lowest compared entry with this formula, charge and spin**: 30.8 kcal/mol
**Gap between HOMO and LUMO**: 9.05 eV

Atomic partial charges in e from the Mulliken method, atoms 1 to 8: 0.262, -0.522, -0.015, 0.591, -0.408, 0.054, 0.272, -0.155